Model P:
Density functional theory data (ωB97M-V with the def2-TZVPD basis set) for the molecule C22H30N4O2.

Last column: Löwdin charge in e.
Geometry (Å):
O: 2.92289 4.14837 -0.64205  -0.0684
C: 3.39559 2.91587 -0.14820  -0.2704
C: 2.31928 1.83060 -0.14131  -0.1343
H: 1.94285 1.67589 -1.15332  0.1022
H: 1.48172 2.15943 0.47643  0.1258
C: 2.85363 0.50664 0.42075  -0.2910
N: 4.04434 0.08280 -0.30748  -0.1018
C: 3.68390 -0.41946 -1.62300  -0.1484
H: 4.56805 -0.83730 -2.10335  0.1133
C: 2.57104 -1.47351 -1.60517  -0.1658
N: 1.40383 -0.92069 -0.94862  -0.1701
C: 1.74658 -0.55998 0.41365  -0.1300
H: 0.85554 -0.16475 0.90563  0.1270
H: 2.08809 -1.44550 0.98425  0.1304
C: 0.25694 -1.80879 -1.00049  -0.1576
C: -1.00534 -1.09702 -0.59523  -0.2229
C: -1.23167 0.20718 -1.01962  -0.0280
C: -2.39482 0.86781 -0.68003  0.0127
C: -3.35857 0.22163 0.08519  -0.2400
C: -3.14058 -1.07420 0.52750  -0.0119
C: -1.96676 -1.72226 0.18534  -0.0256
H: -1.80091 -2.73155 0.53387  0.1121
H: -3.88028 -1.57052 1.13476  0.1116
O: -4.47590 0.96210 0.43502  0.0815
C: -5.69210 0.43055 0.38816  -0.4012
N: -5.87393 -0.77866 -0.13226  0.1451
C: -7.11597 -1.22475 -0.18802  -0.1184
C: -8.19260 -0.48441 0.27317  -0.0528
C: -7.88510 0.76283 0.80128  -0.1268
N: -6.65117 1.22256 0.86124  0.1530
H: -8.64770 1.42376 1.19264  0.1094
H: -9.20281 -0.85322 0.22565  0.0951
H: -7.23482 -2.21057 -0.61946  0.1112
H: -2.57570 1.88174 -1.00072  0.1202
H: -0.47872 0.69799 -1.61542  0.1109
H: 0.14885 -2.14659 -2.03775  0.1307
H: 0.40057 -2.70649 -0.37087  0.1265
H: 2.30946 -1.73607 -2.63353  0.1229
H: 2.92624 -2.39077 -1.09851  0.1220
H: 3.34418 0.42794 -2.22302  0.1193
C: 4.95954 -0.79380 0.41294  -0.3154
C: 5.31616 -0.29352 1.81807  -0.1550
H: 4.57689 -0.57146 2.56838  0.1111
C: 6.67190 -0.93485 2.08860  -0.1952
H: 7.18933 -0.47898 2.93143  0.1069
H: 6.54336 -1.99853 2.29768  0.1119
C: 7.41176 -0.73996 0.76805  -0.1873
H: 7.85853 0.25408 0.74403  0.1076
H: 8.20811 -1.47015 0.62985  0.1029
C: 6.32559 -0.85652 -0.31276  -0.1383
H: 6.42780 -1.78797 -0.86918  0.1068
H: 6.39734 -0.02787 -1.01560  0.1110
H: 5.41776 0.79214 1.79578  0.1231
H: 4.55655 -1.81800 0.50614  0.1410
H: 3.14058 0.68943 1.45810  0.1325
H: 3.72859 3.12187 0.87156  0.1220
H: 4.25935 2.56792 -0.73020  0.1140
H: 2.56993 4.00734 -1.52754  0.0828

Calculated values
E_HOMO, eV: -8.1
Orbital gap, Ha: 0.32556
Total charge: 0
E_LUMO, eV: 0.8

Model Q:
Density functional theory data (ωB97M-V with the def2-TZVPD basis set) for the molecule C22H30N4O2.

Last column: Löwdin charge in e.
Geometry (Å):
C: 6.21850 1.59432 -1.72976  -0.1121
C: 6.58481 2.04754 -0.32232  -0.2580
C: 6.54300 0.91066 0.69964  -0.1995
C: 5.12405 0.50590 1.11497  -0.2142
N: 4.35704 -0.09804 0.03783  -0.2030
C: 2.94481 0.19817 0.08794  -0.1788
H: 2.48992 -0.12930 -0.84929  0.1152
C: 2.15985 -0.44895 1.25206  -0.1522
N: 0.75329 -0.14682 1.16320  0.0709
C: -0.11945 -0.98875 0.55976  -0.4163
O: 0.21465 -2.10661 0.19034  0.0422
C: -1.47629 -0.42920 0.42417  -0.1147
C: -1.82543 0.90592 0.41787  0.0592
C: -3.21552 0.96191 0.24119  -0.0688
C: -3.68640 -0.35154 0.15013  -0.0950
N: -2.61562 -1.18419 0.24753  -0.0077
C: -2.62294 -2.62246 0.18927  -0.0047
H: -1.59175 -2.97182 0.20296  0.0763
H: -3.08843 -2.96038 -0.73769  0.1024
H: -3.15460 -3.04166 1.04624  0.1023
C: -5.08971 -0.59968 -0.01244  -0.0602
C: -5.68618 -1.86425 -0.06531  -0.0268
C: -7.04452 -2.01660 -0.22917  -0.0886
C: -7.85042 -0.89438 -0.34528  -0.0799
C: -7.29574 0.36519 -0.28657  -0.0209
C: -5.91871 0.55018 -0.11488  -0.1322
N: -5.40419 1.83060 -0.04522  -0.0125
C: -4.05993 2.12469 0.14940  -0.3820
O: -3.66600 3.27645 0.22705  0.0582
C: -6.28723 2.97317 -0.16336  -0.0259
H: -5.65885 3.86027 -0.08284  0.0869
H: -7.02367 2.98426 0.64142  0.0997
H: -6.79126 2.97837 -1.13067  0.0996
H: -7.95028 1.21535 -0.37351  0.0957
H: -8.91644 -1.00143 -0.47762  0.1051
H: -7.47619 -3.00496 -0.26605  0.1026
H: -5.08118 -2.74738 0.02953  0.0833
H: -1.18849 1.76452 0.49002  0.1187
H: 0.45820 0.78975 1.38352  0.1286
H: 2.54177 -0.09905 2.21459  0.1234
H: 2.25028 -1.53543 1.19754  0.1133
H: 2.83465 1.28602 0.14574  0.1219
C: 4.68747 -1.50287 -0.14551  -0.2501
C: 4.01275 -2.12652 -1.36081  -0.0754
H: 2.95012 -2.28281 -1.19477  0.0612
H: 4.46629 -3.09337 -1.56561  0.0739
H: 4.14843 -1.48936 -2.23112  0.0782
H: 4.45014 -2.09832 0.75417  0.1157
H: 5.76973 -1.55039 -0.28860  0.1084
H: 5.19412 -0.17311 1.98321  0.1184
H: 4.60201 1.40833 1.44267  0.1177
H: 7.07812 0.04883 0.29990  0.0991
H: 7.06406 1.22955 1.60596  0.1071
H: 7.59339 2.46931 -0.33443  0.1007
H: 5.90217 2.83913 -0.00539  0.1033
H: 5.22850 1.14970 -1.73091  0.0524
H: 6.93069 0.85274 -2.08516  0.0722
H: 6.23257 2.43878 -2.41557  0.0658

Calculated values
E_HOMO, eV: -7.9
Orbital gap, Ha: 0.30937
Total charge: 0
E_LUMO, eV: 0.5

Most stable structure, least stable structure: model Q, model P.

Model P:
Density functional theory data (ωB97M-V with the def2-TZVPD basis set) for a structure of composition C4H9N.

Last column: Löwdin charge in e.
Geometry (Å):
C: -1.67082 -0.05959 -0.19585  -0.0384
C: -0.41061 -0.08470 0.60884  -0.4381
C: 0.61195 0.91365 0.20099  -0.1369
C: 1.61605 -0.17926 -0.17767  -0.1797
H: -1.85024 -0.74767 -0.88571  0.0326
H: -1.71497 0.89959 -0.76125  0.0968
H: -2.49193 -0.10863 0.39836  0.0423
H: -0.74697 -0.24467 1.65407  0.1374
H: 0.12863 1.28360 -0.70521  0.0958
H: 1.19457 1.63871 0.75735  0.1075
H: 2.59257 -0.02477 0.30441  0.0895
H: 2.00133 -0.39025 -1.23155  0.1157
H: 0.20898 -1.83562 -0.26567  0.1099
N: 0.53147 -1.06038 0.29889  -0.0343

Calculated values
E_HOMO, eV: -8.2
Orbital gap, Ha: 0.34489
Total charge: 0
E_LUMO, eV: 1.2

Model Q:
Density functional theory data (ωB97M-V with the def2-TZVPD basis set) for a cluster of 2 separate species, C4H9N in total.

Last column: Löwdin charge in e.
Geometry (Å):
C: 0.72769 1.97921 -2.00933  -0.1711
N: 1.84930 2.47680 -1.79661  0.0224
H: 0.00064 1.77905 -1.21457  0.0474
H: 0.34829 1.51720 -2.93123  0.0618
H: 2.53967 2.50976 -2.53846  0.0400
C: 0.31255 -0.96477 1.84961  -0.1121
C: -0.56464 -1.02598 0.62935  -0.2543
C: -1.81629 -1.47520 0.60042  -0.0194
H: -0.16231 -1.49275 2.68304  0.0700
H: 1.15388 -1.65701 1.74329  0.0727
H: 0.51196 0.09321 1.97681  0.0746
H: -0.13084 -0.55024 -0.24557  0.0715
H: -2.47299 -1.35745 -0.25126  0.0448
H: -2.29693 -1.83184 1.50450  0.0517

Calculated values
E_HOMO, eV: -9.7
Orbital gap, Ha: 0.39628
Total charge: 0
E_LUMO, eV: 1.1

Most stable structure, least stable structure: model Q, model P.

Model P:
Density functional theory data (ωB97M-V with the def2-TZVPD basis set) for the molecule C4H9N.

Last column: Löwdin charge in e.
Geometry (Å):
C: -1.74035 -1.08624 -0.30158  -0.1158
N: 0.57896 -0.05074 1.48974  0.0852
C: 0.41130 0.23412 0.11699  -0.4289
C: -0.63101 -0.13673 -0.63018  -0.1547
C: 1.45191 1.15834 -0.38763  -0.0733
H: -1.43660 -1.99044 0.22527  0.0673
H: -2.61330 -0.51592 0.04718  0.0767
H: -2.17874 -1.51534 -1.20746  0.0610
H: 0.19736 -0.93607 1.80229  0.0820
H: 1.41070 0.27914 1.94415  0.0742
H: -0.68086 0.32525 -1.60344  0.0899
H: 1.47726 2.13321 0.11663  0.0827
H: 1.29416 1.30548 -1.45432  0.0754
H: 2.45921 0.79593 -0.15762  0.0783

Calculated values
E_HOMO, eV: -7.8
Orbital gap, Ha: 0.32706
Total charge: 0
E_LUMO, eV: 1.1

Model Q:
Density functional theory data (ωB97M-V with the def2-TZVPD basis set) for a cluster of 2 separate species, C4H9N in total.

Last column: Löwdin charge in e.
Geometry (Å):
C: -2.57329 -0.38923 -1.09962  -0.0876
C: -2.32243 -0.21150 0.18907  -0.0847
H: -2.13259 -1.21195 -1.65341  0.0454
H: -3.10239 0.32949 -1.71685  0.0448
H: -1.45535 -0.70996 0.61652  0.0375
H: -2.89860 0.42412 0.84987  0.0451
C: 1.72645 0.21995 -0.84531  -0.1324
C: 1.40300 0.49087 1.42962  -0.1091
N: 1.80098 -0.31428 0.54276  -0.0845
H: 2.26080 1.15582 -0.86923  0.0675
H: 0.68300 0.33420 -1.14906  0.0598
H: 2.08354 -0.58575 -1.48141  0.0632
H: 1.41467 0.15135 2.46084  0.0605
H: 1.13628 1.52959 1.21626  0.0745

Calculated values
E_HOMO, eV: -9.8
Orbital gap, Ha: 0.40329
Total charge: 0
E_LUMO, eV: 1.2

Model R:
Density functional theory data (ωB97M-V with the def2-TZVPD basis set) for a structure of composition C4H9N.

Last column: Löwdin charge in e.
Geometry (Å):
C: 1.84101 0.45451 -0.32994  -0.1351
C: 0.74778 0.07022 0.65007  -0.1439
C: -0.47396 -0.16485 0.10066  -0.4653
C: -1.77574 0.04249 0.84972  -0.0531
N: -0.80711 -0.75593 -1.17707  0.0849
H: 2.11766 1.48858 -0.17053  0.0596
H: 1.59027 0.34996 -1.39493  0.0593
H: 2.75635 -0.14128 -0.26015  0.0638
H: 1.03839 -0.60035 1.46066  0.1100
H: -2.07178 -0.95482 1.15617  0.0792
H: -1.68666 0.68106 1.71309  0.0708
H: -2.51367 0.43786 0.16637  0.0767
H: -0.77014 0.32393 -1.20840  0.1155
H: 0.00759 -1.23141 -1.55572  0.0775

Calculated values
E_HOMO, eV: -7.7
Orbital gap, Ha: 0.31453
Total charge: 0
E_LUMO, eV: 0.9

Model S:
Density functional theory data (ωB97M-V with the def2-TZVPD basis set) for the molecule C4H9N.

Last column: Löwdin charge in e.
Geometry (Å):
N: 2.01328 -0.77487 0.03575  -0.0148
C: 1.12526 -0.27161 1.08818  -0.2827
C: -1.98858 0.68203 -1.07809  -0.1080
C: -0.72456 0.75911 -0.24670  -0.1789
C: -0.28942 -0.23296 0.51441  -0.1337
H: 2.98720 -0.52644 0.17762  0.0577
H: 2.05844 -1.79029 0.03594  0.0625
H: 1.38924 0.75387 1.32148  0.1030
H: 1.12765 -0.85994 1.98074  0.0856
H: -2.66191 -0.07147 -0.66823  0.0684
H: -2.37925 1.68171 -1.23431  0.0624
H: -1.73042 0.24534 -2.04995  0.0746
H: -0.00609 1.49597 -0.60243  0.1053
H: -0.92083 -1.09043 0.72563  0.0985

Calculated values
E_HOMO, eV: -9.1
Orbital gap, Ha: 0.37664
Total charge: 0
E_LUMO, eV: 1.2

Most stable structure, least stable structure: model P, model R.

Model P:
Density functional theory data (ωB97M-V with the def2-TZVPD basis set) for the molecule C4H9N.

Last column: Löwdin charge in e.
Geometry (Å):
C: 0.86368 1.53543 -0.66919  -0.0893
C: 0.43667 0.14122 -0.16789  -0.3472
C: 1.37853 -0.80919 0.15495  0.0339
C: -1.02301 -0.13382 0.22653  -0.3072
H: 0.75884 2.30579 0.15059  0.0836
H: 1.90033 1.58331 -1.16163  0.0940
H: 0.07650 1.77814 -1.45114  0.0785
H: 1.11897 -1.78565 0.45414  0.0243
H: 2.43110 -0.53524 0.05095  0.0531
H: -1.23861 0.65180 0.90530  0.0986
H: -1.64364 0.16531 -0.64460  0.1104
H: -2.22266 -1.26716 1.32442  0.0766
H: -1.48968 -2.19996 0.03786  0.1180
N: -1.34702 -1.42997 0.78969  -0.0273

Calculated values
E_HOMO, eV: -8.9
Orbital gap, Ha: 0.36430
Total charge: 0
E_LUMO, eV: 1.0

Model Q:
Density functional theory data (ωB97M-V with the def2-TZVPD basis set) for a structure of composition C4H9N.

Last column: Löwdin charge in e.
Geometry (Å):
C: 0.57399 -1.17666 -1.83045  -0.2075
C: 0.55715 -0.39796 -0.56743  -0.3360
C: -0.53581 -0.34374 0.25852  -0.1871
C: -0.35903 0.36180 1.55612  -0.3486
H: -0.53092 -1.93175 -1.78086  0.1316
H: 0.39290 -0.20400 -2.81610  0.1553
H: 1.76112 -1.90515 -1.72557  0.1603
H: 1.60602 0.13024 -0.44405  0.1353
H: -1.58366 -0.67827 -0.05099  0.1219
H: -1.12605 -0.10346 2.26250  0.1129
H: 0.72150 -0.00894 1.81139  0.1240
H: -1.34597 2.25471 1.11489  0.0807
H: 0.28831 2.11834 0.65550  0.1226
N: -0.41954 1.88482 1.55653  -0.0655

Calculated values
E_HOMO, eV: -8.9
Orbital gap, Ha: 0.35935
Total charge: 0
E_LUMO, eV: 0.9

Model R:
Density functional theory data (ωB97M-V with the def2-TZVPD basis set) for a structure of composition C4H9N.

Last column: Löwdin charge in e.
Geometry (Å):
N: -0.05730 0.91035 0.21142  -0.1352
C: 0.65423 0.61198 -1.01090  -0.3749
C: 2.06133 0.30236 -0.63377  -0.0503
C: 1.94788 -0.26878 0.69993  -0.0241
C: 0.50872 -0.07639 1.14304  -0.3212
H: -6.55221 -0.80378 -0.31030  0.0011
H: 0.54662 1.48415 -1.67816  0.1025
H: 0.21936 -0.21204 -1.63354  0.1087
H: -7.26261 -1.01091 -0.32005  -0.0011
H: 2.70040 -0.09056 -1.42212  0.1413
H: 2.24685 0.92676 0.39588  0.1897
H: 2.66969 -0.98694 1.07044  0.1245
H: 0.37431 0.24386 2.21732  0.1178
H: -0.05727 -1.03005 1.27081  0.1212

Calculated values
E_HOMO, eV: -6.3
Orbital gap, Ha: 0.19754
Total charge: 0
E_LUMO, eV: -1.0

Most stable structure, least stable structure: model P, model R.